142
Properties=species:S:1:pos:R:3:forces:R:3 method="wB97M-V/def2-TZVPD" e_homo_ev=-5.0 e_tot_ev=-123351.0637 multiplicity=1 relative_energy_ev=0.459 homo_lumo_gap_ha=0.2627 charge=-1
Ca 0.887 -0.098 -0.228 -0.65 -1.62 0.98
C -3.215 6.058 2.488 0.20 -0.05 -0.22
C -2.703 5.004 1.515 -0.12 0.02 -0.04
C -3.833 4.461 0.639 0.25 0.15 0.02
C -2.092 3.859 2.254 0.18 -0.17 0.07
C -2.268 3.480 3.593 0.12 -0.08 0.12
C -1.566 2.299 3.714 -0.11 0.12 0.17
N -1.029 2.012 2.518 -0.10 -0.07 0.12
N -1.342 2.963 1.631 -0.29 0.30 -0.31
B -0.262 0.800 1.988 -0.59 0.50 0.74
N -0.969 -0.507 2.306 0.03 -0.20 0.45
C -1.360 -1.098 3.446 -0.03 -0.27 0.15
C -2.133 -2.193 3.121 0.12 0.18 0.13
C -2.163 -2.196 1.716 0.05 0.03 0.02
N -1.456 -1.175 1.257 -0.21 -0.11 -0.89
C -2.846 -3.144 0.773 -0.13 0.00 -0.08
C -3.802 -4.066 1.527 0.27 0.08 -0.12
C -3.578 -2.378 -0.334 0.27 -0.22 0.09
N 1.206 0.885 2.386 0.05 0.15 0.70
C 1.818 1.254 3.522 0.29 0.05 0.34
C 3.174 1.318 3.283 -0.21 -0.05 0.07
C 3.310 0.963 1.931 0.06 0.22 0.19
N 2.112 0.725 1.424 1.59 0.21 0.34
C 4.572 0.795 1.140 0.01 -0.13 -0.07
C 4.304 0.708 -0.359 -0.04 0.18 0.26
C 5.281 -0.475 1.621 0.05 0.24 0.00
H -3.668 6.887 1.952 -0.07 0.14 -0.07
H -3.967 5.629 3.146 -0.16 -0.02 0.11
H -2.402 6.440 3.099 0.07 0.11 0.14
H -1.941 5.436 0.855 -0.01 -0.01 0.07
H -4.584 3.971 1.254 -0.14 -0.09 0.07
H -4.306 5.268 0.084 -0.12 0.09 -0.16
H -3.423 3.732 -0.053 -0.09 -0.14 -0.13
H -2.819 3.995 4.351 -0.09 0.06 0.23
H -1.420 1.674 4.574 -0.02 -0.18 0.08
H -0.329 0.890 0.813 -0.84 0.83 0.71
H -1.070 -0.734 4.410 0.11 0.15 0.21
H -2.604 -2.869 3.807 -0.06 -0.14 0.08
H -2.066 -3.759 0.306 -0.08 -0.03 0.07
H -4.569 -3.484 2.036 -0.12 0.05 0.04
H -4.285 -4.760 0.839 -0.04 -0.05 -0.02
H -3.252 -4.644 2.265 -0.06 -0.11 0.10
H -4.397 -1.792 0.080 -0.08 0.11 0.05
H -2.889 -1.709 -0.842 -0.04 0.15 -0.07
H -3.995 -3.071 -1.063 -0.07 -0.09 -0.08
H 1.275 1.439 4.431 -0.19 0.09 0.07
H 3.949 1.592 3.976 0.06 -0.02 0.07
H 5.227 1.656 1.345 -0.17 -0.09 -0.02
H 3.779 -0.216 -0.602 0.04 -0.08 -0.09
H 3.690 1.540 -0.697 -0.06 0.06 -0.13
H 5.243 0.724 -0.909 0.01 -0.09 -0.10
H 4.636 -1.336 1.459 -0.03 -0.14 0.01
H 6.207 -0.621 1.067 0.10 -0.07 -0.04
H 5.514 -0.410 2.683 0.02 -0.09 0.09
N -0.270 -1.784 -1.760 -0.41 -0.45 -0.26
N 0.747 -1.713 -2.743 0.22 -0.55 0.07
C 1.642 -0.613 -2.659 0.33 -0.53 -1.32
O 2.744 -0.773 -3.165 0.55 -0.15 -0.22
O 1.193 0.428 -2.105 0.50 1.22 -2.34
H 0.055 -2.294 -0.934 -0.03 -0.19 -0.09
H -1.071 -2.279 -2.155 0.18 0.39 0.15
H 1.271 -2.576 -2.906 -0.20 0.33 0.14
N -2.760 1.017 -0.461 0.18 -0.17 0.38
C -3.611 1.363 -1.455 -0.10 0.30 -0.38
C -4.995 1.205 -1.294 -0.03 -0.09 0.13
C -5.874 1.660 -2.251 0.07 0.04 0.05
C -5.398 2.292 -3.392 -0.20 0.10 -0.23
C -4.032 2.427 -3.581 -0.25 -0.06 0.11
C -3.129 1.963 -2.639 0.45 -0.06 0.10
P -1.296 2.018 -2.873 -0.80 0.37 -0.53
C -0.971 3.815 -3.000 -0.02 -0.07 0.11
C 0.277 4.167 -3.511 -0.07 -0.02 0.04
C 0.681 5.486 -3.536 0.06 0.06 -0.09
C -0.164 6.475 -3.055 0.10 0.11 0.03
C -1.405 6.134 -2.545 -0.03 0.15 0.00
C -1.807 4.810 -2.511 0.01 -0.12 -0.12
C -1.187 1.640 -4.677 0.20 -0.11 0.27
C -0.855 0.330 -5.005 0.00 0.09 0.15
C -0.678 -0.051 -6.321 0.03 -0.11 -0.13
C -0.822 0.879 -7.334 0.02 -0.04 -0.09
C -1.145 2.187 -7.019 -0.06 0.15 -0.15
C -1.329 2.572 -5.703 -0.09 0.00 0.04
H -3.084 0.458 0.311 0.12 -0.06 -0.09
H -1.772 0.965 -0.660 -0.32 0.01 0.05
H -5.356 0.728 -0.393 -0.07 -0.03 0.08
H -6.940 1.532 -2.102 0.02 0.00 -0.01
H -6.093 2.666 -4.129 -0.03 0.03 -0.11
H -3.662 2.902 -4.478 0.02 0.02 -0.10
H 0.925 3.384 -3.882 0.16 -0.03 -0.03
H 1.661 5.741 -3.921 0.00 0.03 -0.02
H 0.154 7.509 -3.072 -0.01 0.06 0.01
H -2.064 6.905 -2.170 -0.04 0.04 0.05
H -2.769 4.549 -2.100 -0.14 -0.04 0.04
H -0.684 -0.377 -4.208 0.02 -0.18 0.08
H -0.397 -1.066 -6.557 0.03 -0.15 0.01
H -0.663 0.594 -8.364 0.01 -0.04 -0.09
H -1.244 2.921 -7.807 -0.03 0.06 -0.07
H -1.571 3.605 -5.491 0.04 -0.01 0.09
C 2.626 4.183 -1.049 -0.21 -0.17 0.15
Te 0.775 3.506 -0.119 0.88 1.04 0.09
C 1.513 4.282 1.764 -0.16 -0.15 -0.23
H 3.471 3.901 -0.428 0.08 -0.12 0.12
H 2.644 5.259 -1.196 -0.18 0.10 0.03
H 2.718 3.690 -2.008 0.04 -0.12 -0.20
H 1.505 5.367 1.774 -0.05 0.12 -0.21
H 2.524 3.933 1.941 0.14 -0.16 -0.08
H 0.877 3.930 2.563 -0.19 -0.14 0.16
O 1.403 -2.060 0.504 0.13 0.17 -0.25
Si 1.830 -3.450 1.074 0.43 -1.54 0.52
C 2.432 -3.424 2.882 -0.22 0.13 -0.51
C 2.461 -2.235 3.597 -0.11 0.18 -0.14
C 2.917 -2.181 4.902 0.07 0.13 0.19
C 3.357 -3.338 5.524 0.02 0.05 0.13
C 3.316 -4.539 4.836 0.05 -0.19 0.08
C 2.855 -4.576 3.533 0.07 -0.15 -0.02
C 0.473 -4.809 1.074 0.33 0.46 0.00
C 0.106 -5.448 -0.106 0.13 0.00 -0.17
C -0.816 -6.481 -0.117 -0.11 -0.03 -0.21
C -1.396 -6.905 1.067 -0.06 -0.01 -0.02
C -1.060 -6.270 2.250 -0.13 -0.18 0.11
C -0.141 -5.235 2.246 0.00 0.12 0.21
C 3.228 -4.284 0.064 -0.48 0.34 0.18
C 3.930 -3.545 -0.880 -0.08 0.21 -0.03
C 4.936 -4.112 -1.644 0.17 -0.03 -0.13
C 5.277 -5.442 -1.461 0.10 0.02 -0.06
C 4.588 -6.199 -0.528 0.05 -0.19 0.04
C 3.568 -5.626 0.211 -0.04 -0.15 0.12
H 2.111 -1.339 3.110 -0.02 0.20 -0.05
H 2.931 -1.235 5.430 0.01 0.00 -0.01
H 3.728 -3.309 6.541 -0.01 0.02 0.05
H 3.642 -5.452 5.317 0.04 -0.04 0.04
H 2.819 -5.523 3.012 0.04 -0.13 -0.01
H 0.575 -5.145 -1.036 0.02 -0.02 -0.11
H -1.088 -6.957 -1.050 0.02 -0.04 -0.07
H -2.111 -7.716 1.062 -0.05 -0.05 0.01
H -1.514 -6.590 3.178 -0.02 0.01 0.08
H 0.110 -4.745 3.177 0.00 0.00 0.11
H 3.667 -2.508 -1.034 0.00 0.15 -0.10
H 5.450 -3.518 -2.385 0.04 0.09 -0.07
H 6.072 -5.889 -2.044 0.01 0.00 -0.03
H 4.845 -7.242 -0.381 -0.03 -0.01 -0.01
H 3.014 -6.245 0.905 -0.03 -0.07 0.05